Entry 1:
Entry from the Open Molecules 2025 dataset: a molecular structure, C2HO3S (the ωB97M-V functional and the def2-TZVPD basis).

Properties
Orbital gap (alpha / beta), eV: 8.696 / 8.698
2S+1: 1
ΔE to the lowest compared entry with this formula, charge and spin, kJ/mol: 653.2
Total charge: -1
Highest occupied orbital energy (alpha / beta), eV: -4.697 / -4.699

Last column: natural (NBO) charge in e.
Cartesian coordinates (Å):
1 C -1.7995 -0.3158 0.0138  -0.2708
2 C -0.7883 0.3359 0.0517  -0.2911
3 O 1.1794 -1.8114 -0.0838  -0.8299
4 S 1.1319 0.3301 0.0998  2.0465
5 H -2.8555 -0.4513 -0.3188  0.2193
6 O 1.5972 0.9840 -1.1312  -0.9385
7 O 1.5348 0.9285 1.3685  -0.9356

Force components x, y, z for each atom (eV/Å):
C -2.93 0.49 -1.12
C 3.19 -0.11 0.33
O 0.19 4.98 0.60
S -1.00 -3.89 -1.11
H 1.54 -0.30 0.81
O -0.63 -0.60 1.41
O -0.36 -0.57 -0.91

---

Entry 2:
Entry from the Open Molecules 2025 dataset: a molecular structure, C2HO3Sm (the ωB97M-V functional and the def2-TZVPD basis).

Properties
Orbital gap (alpha / beta), eV: 6.602 / 6.667
2S+1: 7
ΔE to the lowest compared entry with this formula, charge and spin, kJ/mol: 142.2
Total charge: +1
Highest occupied orbital energy (alpha / beta), eV: -11.966 / -11.934
<S²>: 12.009

Last column: Mulliken charge in e.
Cartesian coordinates (Å):
1 O 1.3243 0.7293 -0.2936  -0.4739
2 Sm -0.5570 1.6558 -1.1040  1.6117
3 C 1.4491 -0.3512 0.3367  -0.2014
4 O -0.2422 -1.8731 1.2965  -0.3933
5 C 0.0118 -1.0489 0.3463  0.8340
6 H -1.2811 -1.5491 1.4631  0.4019
7 O -1.0116 -0.3113 0.1493  -0.7790

Force components x, y, z for each atom (eV/Å):
O 0.26 -0.82 0.07
Sm -0.25 -0.15 0.16
C 1.31 0.78 -0.53
O -2.68 -0.44 0.79
C -1.95 1.22 1.66
H 3.26 -1.80 -0.09
O 0.05 1.20 -2.07

---

Entry 3:
Entry from the Open Molecules 2025 dataset: a molecular structure, C2HO3Tl (the ωB97M-V functional and the def2-TZVPD basis).

Properties
Orbital gap (alpha / beta), eV: 8.733 / 10.600
2S+1: 2
ΔE to the lowest compared entry with this formula, charge and spin, kJ/mol: 0.0
Total charge: +1
Highest occupied orbital energy (alpha / beta), eV: -13.737 / -15.718
<S²>: 0.753

Last column: natural (NBO) charge in e.
Cartesian coordinates (Å):
1 O 1.5779 0.2692 -3.5349  -0.4666
2 O 0.5798 -0.0057 -1.4597  -0.5603
3 C 1.1446 0.2246 -2.4595  1.0295
4 H 1.1286 1.4667 1.5017  0.1714
5 Tl -2.0048 -0.9231 3.1068  0.9773
6 C 0.2857 0.7566 1.3150  0.5376
7 O -0.3580 0.2052 2.1386  -0.6889

Force components x, y, z for each atom (eV/Å):
O 0.22 0.66 0.93
O 0.74 0.77 -0.13
C -0.93 -1.46 -0.88
H -0.10 -0.16 -0.01
Tl -1.75 -1.22 1.02
C 0.33 0.47 -0.31
O 1.50 0.95 -0.61

---

Entry 4:
Entry from the Open Molecules 2025 dataset: a gas-phase ion, C2HO4 (charge -1) (the ωB97M-V functional and the def2-TZVPD basis).

Properties
Orbital gap (alpha / beta), eV: 8.587 / 8.589
2S+1: 1
ΔE to the lowest compared entry with this formula, charge and spin, kJ/mol: 549.8
Total charge: -1
Highest occupied orbital energy (alpha / beta), eV: -4.214 / -4.216

Last column: natural (NBO) charge in e.
Cartesian coordinates (Å):
1 O 0.7918 0.1215 -1.0128  -0.1339
2 C 0.4279 -0.2472 0.1392  0.1687
3 O -1.7924 -1.2427 -0.1915  -0.6986
4 H 1.2839 0.0172 0.9793  0.1515
5 O 1.8923 0.8110 -1.0061  -0.6023
6 C -1.2364 -0.2821 0.3138  0.7829
7 O -1.3670 0.8224 0.7781  -0.6682

Force components x, y, z for each atom (eV/Å):
O -2.78 -1.83 1.53
C 0.63 0.27 1.39
O -1.11 0.39 0.63
H -2.25 -0.57 -1.99
O 3.91 2.16 -1.03
C 3.31 -1.87 -1.70
O -1.73 1.45 1.17

---

Entry 5:
Entry from the Open Molecules 2025 dataset: a gas-phase ion, C2HO4S (charge -1) (the ωB97M-V functional and the def2-TZVPD basis).

Properties
Orbital gap, eV: 8.375
2S+1: 1
ΔE to the lowest compared entry with this formula, charge and spin, kJ/mol: 112.9
Total charge: -1
Highest occupied orbital energy, eV: -4.392

Last column: natural (NBO) charge in e.
Cartesian coordinates (Å):
1 H -1.4288 -1.0570 -0.8803  0.2251
2 O 0.7425 0.4506 0.9949  -0.7328
3 O 1.8130 0.1368 -1.3956  -0.9569
4 C -0.3616 -0.5345 1.0374  0.6935
5 C -0.7213 -0.5313 -0.2844  -0.8715
6 O -0.6919 -1.0531 2.0815  -0.6620
7 O 0.1265 1.9660 -0.9504  -0.9462
8 S 0.5215 0.6225 -0.6031  2.2509

Force components x, y, z for each atom (eV/Å):
H -0.14 -0.11 -0.23
O 0.33 0.28 -0.13
O -4.51 1.56 2.87
C -0.47 -0.56 1.19
C 0.70 0.70 -0.89
O 0.28 0.21 -0.17
O 0.04 -0.09 0.14
S 3.77 -1.98 -2.79

---

Entry 6:
Entry from the Open Molecules 2025 dataset: a molecular structure, C2HO4Tl (the ωB97M-V functional and the def2-TZVPD basis).

Properties
Orbital gap, eV: 9.559
2S+1: 1
ΔE to the lowest compared entry with this formula, charge and spin, kJ/mol: 52.1
Highest occupied orbital energy, eV: -10.074

Last column: natural (NBO) charge in e.
Cartesian coordinates (Å):
1 C -0.6721 -1.3486 0.2972  0.6676
2 H -1.6316 -1.7303 0.6854  0.1248
3 O -0.4022 1.1734 -0.6614  -0.8077
4 O -0.1825 -0.3312 1.0215  -0.5705
5 Tl 1.7048 1.6392 -1.8041  0.9119
6 O 1.2326 1.3620 0.7751  -0.7455
7 O -0.1790 -1.6789 -0.7487  -0.5528
8 C 0.1301 0.9144 0.4351  0.9722

Force components x, y, z for each atom (eV/Å):
C -0.24 0.68 -1.83
H 0.51 -0.30 0.23
O -1.74 0.52 -0.06
O -0.95 0.75 1.65
Tl -0.28 -0.05 0.49
O -0.12 0.86 1.21
O -0.30 -0.31 0.72
C 3.12 -2.15 -2.43

---

Entry 7:
Entry from the Open Molecules 2025 dataset: a molecular structure, C2I2S2 (the ωB97M-V functional and the def2-TZVPD basis).

Properties
Orbital gap (alpha / beta), eV: 4.949 / 4.594
2S+1: 1
ΔE to the lowest compared entry with this formula, charge and spin, kJ/mol: 274.0
Highest occupied orbital energy (alpha / beta), eV: -8.039 / -7.831

Last column: natural (NBO) charge in e.
Cartesian coordinates (Å):
1 C 0.2914 -0.4064 -0.9032  -0.1988
2 S -0.1421 1.4435 1.0455  0.5113
3 S 1.4967 2.2261 0.4736  -0.1432
4 I -1.9097 -1.1384 1.2617  0.0627
5 I 0.6475 -2.0743 -1.9968  0.3157
6 C -0.3839 -0.0505 0.1191  -0.5477

Force components x, y, z for each atom (eV/Å):
C 1.23 -0.82 -1.44
S 0.14 -0.85 -0.85
S 0.00 0.17 0.00
I 0.11 -0.06 -0.28
I -0.28 0.55 0.33
C -1.20 1.01 2.24

---

Entry 8:
Entry from the Open Molecules 2025 dataset: a molecular structure, C2I3N (the ωB97M-V functional and the def2-TZVPD basis).

Properties
Orbital gap, eV: 8.309
2S+1: 1
ΔE to the lowest compared entry with this formula, charge and spin, kJ/mol: 0.0
Highest occupied orbital energy, eV: -9.832

Last column: natural (NBO) charge in e.
Cartesian coordinates (Å):
1 N 1.4667 -0.0848 0.1859  -0.2631
2 I -1.8872 1.7216 1.0490  0.2877
3 I -1.9237 -1.8510 0.7160  0.2603
4 I -1.6216 0.2175 -2.1977  0.2550
5 C 0.3463 0.0614 -0.0124  0.1618
6 C -1.1796 0.0592 -0.0741  -0.7017

Force components x, y, z for each atom (eV/Å):
N 0.35 0.22 -0.21
I -0.05 -0.08 -0.06
I 0.35 0.77 -0.27
I -0.09 0.01 0.46
C -2.47 -0.57 0.57
C 1.91 -0.35 -0.48

---

Entry 9:
Entry from the Open Molecules 2025 dataset: a molecular structure, C2LiO4Sc (the ωB97M-V functional and the def2-TZVPD basis).

Properties
Orbital gap (alpha / beta), eV: 7.185 / 7.997
2S+1: 2
Total charge: +1
Highest occupied orbital energy (alpha / beta), eV: -12.506 / -13.538
<S²>: 0.751

Last column: natural (NBO) charge in e.
Cartesian coordinates (Å):
1 Sc -1.5224 -0.7589 -1.3625  1.6464
2 C 0.1281 -0.3927 1.0074  0.6816
3 O 0.2430 0.1583 2.1015  -0.5161
4 O -0.8626 -1.0735 0.5850  -0.8431
5 O 1.8551 1.0479 0.0386  -0.6711
6 Li 0.7875 2.6334 -0.5454  0.9706
7 C 0.8661 0.3350 -0.1821  0.6492
8 O 0.0515 0.6603 -1.1219  -0.9176

Force components x, y, z for each atom (eV/Å):
Sc 1.25 0.30 1.89
C 0.33 3.02 1.93
O 0.30 -1.81 -2.02
O -1.68 -1.57 -1.98
O -0.64 -0.72 -0.67
Li 0.50 -0.56 0.03
C 1.89 2.02 2.93
O -1.94 -0.69 -2.11

---

Entry 10:
Entry from the Open Molecules 2025 dataset: 2 unconnected molecules or ions with the total composition C2N2O5S (the ωB97M-V functional and the def2-TZVPD basis).

Properties
Orbital gap, eV: 9.191
2S+1: 1
ΔE to the lowest compared entry with this formula, charge and spin, kJ/mol: 16.4
Highest occupied orbital energy, eV: -10.430

Last column: natural (NBO) charge in e.
Cartesian coordinates (Å):
1 O -3.5373 -0.9221 -1.5983  -0.4454
2 O 5.5879 -0.6619 0.5187  -0.8127
3 O 4.1356 -0.2342 -1.4637  -0.8112
4 C -3.1338 -0.3639 -0.6648  0.8444
5 C 0.4075 1.0708 0.7071  0.8148
6 N -2.8379 0.0608 0.4259  -0.2914
7 N -0.6833 0.5851 0.7725  -0.2832
8 O 1.5578 1.1256 0.5765  -0.4963
9 S 4.3017 -0.2061 -0.0064  1.6275
10 O -1.9516 1.0292 0.7554  -0.1464

Force components x, y, z for each atom (eV/Å):
O 0.01 0.21 0.21
O -1.82 0.66 -0.59
O 0.11 0.11 2.32
C 0.00 -0.59 -1.65
C 0.03 -0.74 -0.64
N -0.23 -0.68 1.49
N -0.48 -1.72 0.11
O 1.05 1.02 0.27
S 1.77 -0.80 -1.74
O -0.43 2.52 0.20

---

Entry 11:
Entry from the Open Molecules 2025 dataset: a single C2N2S3 molecule (the ωB97M-V functional and the def2-TZVPD basis).

Properties
Orbital gap (alpha / beta), eV: 6.341 / 6.294
2S+1: 1
Structure (SMILES): S=C1N=NSC1=S
ΔE to the lowest compared entry with this formula, charge and spin, kJ/mol: 84.6
Highest occupied orbital energy (alpha / beta), eV: -9.415 / -9.393

Last column: natural (NBO) charge in e.
Cartesian coordinates (Å):
1 S -0.1356 -2.0281 1.2379  0.2533
2 S 0.1237 1.6755 -0.5548  0.5321
3 C 0.0444 0.6688 0.8382  -0.4549
4 N -0.0756 -0.7518 -1.0470  -0.2031
5 S -0.0396 1.2684 2.3375  0.1780
6 N 0.0986 0.3377 -1.6369  -0.1935
7 C -0.0441 -0.7203 0.2725  -0.1119

Force components x, y, z for each atom (eV/Å):
S 0.07 0.28 -0.50
S 0.41 0.36 -0.34
C -0.26 0.61 -0.26
N 0.58 -0.45 -3.78
S 0.10 -0.47 -0.01
N -0.58 0.05 0.26
C -0.32 -0.38 4.64

---

Entry 12:
Entry from the Open Molecules 2025 dataset: 2 unconnected molecules or ions with the total composition C2NO4 (the ωB97M-V functional and the def2-TZVPD basis).

Properties
Orbital gap (alpha / beta), eV: 4.943 / 8.965
2S+1: 3
Total charge: -1
Highest occupied orbital energy (alpha / beta), eV: -0.976 / -5.163
<S²>: 2.021

Last column: natural (NBO) charge in e.
Cartesian coordinates (Å):
1 O -1.2851 1.0382 -0.7341  -0.5053
2 C -1.4204 -0.1230 0.1019  0.7536
3 N -0.3113 -0.2222 -0.5586  -0.4508
4 C 1.6376 0.0015 0.0676  1.0299
5 O 2.1016 -0.6705 -0.7670  -0.5885
6 O 1.5211 0.5879 1.0413  -0.5706
7 O -2.2435 -0.6119 0.8490  -0.6683

Force components x, y, z for each atom (eV/Å):
O -6.39 4.48 1.21
C -0.93 2.31 -1.73
N 5.40 -7.07 1.07
C 0.36 -2.67 -2.01
O 1.25 0.10 -0.66
O -0.35 2.18 2.58
O 0.66 0.66 -0.46

---

| no. | strongest force on any atom (eV/A) |
| --- | --- |
| 1 | 5.0 |
| 2 | 3.7 |
| 3 | 2.4 |
| 4 | 4.6 |
| 5 | 5.6 |
| 6 | 4.5 |
| 7 | 2.7 |
| 8 | 2.6 |
| 9 | 4.0 |
| 10 | 2.6 |
| 11 | 4.7 |
| 12 | 9.0 |